(1)
The following is a DFT calculation (ωB97M-V/def2-TZVPD) of a structure of composition C42H43BCdF5N4O5S.

XYZ file:
```
102
Properties=species:S:1:pos:R:3
Cd -0.25352 -0.97692 -0.35890
C -0.71944 1.05562 -5.14605
O 0.31297 0.06119 -5.05864
C 0.55150 -0.10571 -3.73763
N -0.04219 0.63539 -2.90273
C -0.92778 1.51637 -3.68106
C -0.63540 2.99094 -3.52211
C 0.62494 3.44694 -3.15707
C 0.88534 4.80949 -3.08888
C -0.11213 5.72900 -3.38006
C -1.37414 5.27920 -3.74457
C -1.63131 3.91831 -3.81312
C 1.43486 -1.25017 -3.42734
C 2.03135 -1.97281 -4.45333
C 2.74132 -3.11202 -4.13060
C 2.80752 -3.50867 -2.80760
C 2.18025 -2.72038 -1.85898
N 1.52931 -1.59852 -2.15187
C 2.15068 -3.11557 -0.43667
N 1.62389 -2.43461 0.48969
C 1.84887 -3.15597 1.74749
C 2.46577 -4.49568 1.27588
O 2.73349 -4.28718 -0.13027
C 2.76079 -2.40080 2.69218
C 3.42785 -1.24471 2.30555
C 4.26366 -0.58455 3.19933
C 4.44885 -1.07931 4.48184
C 3.79042 -2.24042 4.86960
C 2.94978 -2.89144 3.98124
H -1.60573 0.59186 -5.57554
H -0.37053 1.85931 -5.79061
H -1.95197 1.31943 -3.36378
H 1.39566 2.72792 -2.90684
H 1.86754 5.15251 -2.78794
H 0.08804 6.79131 -3.30656
H -2.16262 5.98947 -3.96322
H -2.62091 3.57171 -4.09348
H 1.89663 -1.65348 -5.47598
H 3.19778 -3.71300 -4.90615
H 3.30624 -4.41760 -2.50515
H 0.88256 -3.32844 2.22229
H 1.77521 -5.33119 1.37133
H 3.40715 -4.72330 1.76940
H 3.26582 -0.84158 1.31369
H 4.75555 0.33148 2.89364
H 5.08987 -0.55650 5.18146
H 3.91958 -2.62958 5.87272
H 2.41485 -3.78224 4.29737
C -2.76925 2.49934 -0.82242
C -3.41658 1.26220 -0.20541
C -3.19754 0.01940 -1.05945
C -3.05416 1.06064 1.26173
C -4.13635 1.07636 2.13862
C -3.95921 1.01770 3.50608
C -2.67078 0.94987 3.99396
C -1.55071 0.88033 3.16281
C -0.24484 0.65903 3.93840
C 1.03391 1.38595 3.52672
C 0.03583 -0.84143 4.05019
C -1.74054 0.90759 1.76180
N -0.62272 0.80510 0.87030
C 0.20324 1.89152 0.80163
C -0.14002 3.18614 1.25080
C 0.75905 4.24060 1.24369
C 2.05695 4.07889 0.77712
C 2.41981 2.83061 0.28244
C 1.50390 1.80926 0.27850
F 1.91774 0.59553 -0.19094
H -3.22155 2.71241 -1.79641
H -1.69753 2.36648 -0.95963
H -2.92275 3.37404 -0.18691
H -4.49299 1.44972 -0.20708
H -2.13389 -0.14224 -1.20490
H -3.63835 0.12070 -2.05399
H -3.60870 -0.86759 -0.57280
H -5.13754 1.15384 1.72825
H -4.80780 1.02629 4.17987
H -2.51951 0.90953 5.06758
H -0.46977 1.01958 4.94523
H 1.46508 0.97682 2.61341
H 1.77274 1.24993 4.32242
H 0.87779 2.45613 3.38609
H 0.35871 -1.21237 3.08079
H -0.85732 -1.39958 4.33327
H 0.82908 -1.02513 4.78122
H -1.13520 3.33534 1.65054
H 0.43836 5.20721 1.61497
H 2.76553 4.89717 0.79308
H 3.41546 2.63676 -0.09973
F -2.64987 -3.21384 3.02565
B -2.18456 -3.25817 1.70462
F -1.20910 -2.19899 1.54900
F -1.53942 -4.48161 1.45287
F -3.23050 -3.04112 0.79213
C -2.96923 -3.92009 -2.21596
S -1.41230 -3.11271 -2.51383
O -0.57746 -4.03809 -3.25578
O -1.69840 -1.86253 -3.20705
O -0.87006 -2.86498 -1.14703
H -3.14485 -4.60722 -3.04003
H -3.73438 -3.14845 -2.16881
H -2.90574 -4.43696 -1.25963
```

Energy above the lowest of the compared OMol25 structures with the same formula, charge and spin, kJ/mol: 65.7
Gap between HOMO and LUMO, eV: 6.702
Charge: -1
HOMO, hartree: -0.16787
Multiplicity: 1

Atomic partial charges in e from the Löwdin method, atoms 1 to 2: 1.4914, -0.0616

***

(2)
The following is a DFT calculation (ωB97M-V/def2-TZVPD) of a structure of composition C42H43ClIrNOP2.

XYZ file:
```
91
Properties=species:S:1:pos:R:3
Ir 0.12884 -0.04617 -0.67605
Cl 2.59964 -0.04887 -1.05935
P 0.10094 -2.36357 -0.89755
P 0.12924 2.27083 -0.91405
C 0.42894 -3.26377 0.65785
C 1.33584 -3.06807 -2.04145
C -1.49466 -3.04377 -1.47105
C -1.52746 3.04003 -0.96785
C 0.97604 3.15243 0.44315
C 0.96834 2.90393 -2.40585
C -0.50186 -4.12357 1.25155
C -0.18406 -4.78197 2.44095
C 1.06224 -4.59057 3.03565
C 1.99424 -3.73567 2.44165
C 1.68234 -3.06967 1.25995
H -1.47246 -4.27597 0.78995
H -0.91306 -5.44377 2.90055
H 1.30694 -5.10307 3.96195
H 2.96554 -3.58227 2.90335
H 2.40044 -2.39737 0.79305
C -2.66696 -2.63277 -0.81905
C -3.90296 -3.14137 -1.20725
C -3.98516 -4.05257 -2.26305
C -2.82536 -4.45537 -2.92285
C -1.58236 -3.95827 -2.52625
H -2.60436 -1.90847 -0.01205
H -4.80416 -2.81947 -0.69285
H -4.95126 -4.44127 -2.57255
H -2.88346 -5.15867 -3.74865
H -0.68186 -4.27727 -3.04085
C 1.88034 -4.33627 -1.79335
C 2.79194 -4.89487 -2.68735
C 3.16984 -4.19037 -3.83145
C 2.63764 -2.92417 -4.07605
C 1.72804 -2.36137 -3.18335
H 1.59684 -4.88117 -0.89785
H 3.21194 -5.87617 -2.48565
H 3.88644 -4.62307 -4.52405
H 2.94314 -2.36467 -4.95565
H 1.33274 -1.36517 -3.34775
C 2.31764 3.51313 0.23905
C 3.01354 4.18773 1.23785
C 2.38564 4.49933 2.44665
C 1.05494 4.13783 2.65265
C 0.34734 3.46853 1.65245
H 2.80104 3.25923 -0.70295
H 4.05114 4.46513 1.07485
H 2.93454 5.01933 3.22685
H 0.56344 4.37533 3.59205
H -0.68966 3.19143 1.81445
C -2.61296 2.33563 -0.42725
C -3.88396 2.90363 -0.41415
C -4.08866 4.17483 -0.95585
C -3.01576 4.87583 -1.50435
C -1.73746 4.31483 -1.50635
H -2.45596 1.33893 -0.02585
H -4.71736 2.35053 0.00975
H -5.08266 4.61323 -0.95495
H -3.16986 5.86203 -1.93295
H -0.90456 4.86553 -1.93135
C 1.23154 4.27313 -2.54675
C 1.83184 4.75583 -3.70895
C 2.17424 3.87643 -4.73645
C 1.91884 2.51143 -4.59695
C 1.32444 2.02523 -3.43545
H 0.97434 4.95883 -1.74535
H 2.03684 5.81813 -3.80735
H 2.64814 4.25253 -5.63875
H 2.19854 1.82083 -5.38755
H 1.14644 0.96303 -3.30685
H -1.46416 -0.04437 -0.65525
H -0.13176 -0.05347 -2.30365
O 0.75894 -0.03967 1.20675
C 0.16604 -0.18647 2.26955
C 1.03704 -0.25027 3.50245
C 0.77044 0.87003 4.50125
C -0.50916 0.67373 5.30995
C -1.81416 0.66713 4.50715
C -1.94496 -0.51197 3.53215
N -1.18306 -0.31617 2.31485
H 0.94854 -1.24167 3.99725
H 2.09554 -0.14397 3.17325
H 1.60674 0.86663 5.23555
H 0.77874 1.85003 3.99045
H -0.43076 -0.27757 5.88195
H -0.56526 1.50303 6.04865
H -2.62336 0.55833 5.26185
H -1.97096 1.63163 3.97645
H -1.66796 -1.46817 4.02725
H -3.01666 -0.58257 3.24275
H -1.71236 -0.27757 1.44115
```

<S²>: 8.7970
Gap between HOMO and LUMO (spin up / spin down), eV: 4.266 / 3.872
Charge: +3
HOMO (spin up / spin down), hartree: -0.45613 / -0.59920
Multiplicity: 6

Atomic partial charges in e from the Löwdin method, atoms 1 to 2: 0.8206, 0.0904

***

(3)
The following is a DFT calculation (ωB97M-V/def2-TZVPD) of a structure of composition C42H43FN6O3PbSSb.

XYZ file:
```
98
Properties=species:S:1:pos:R:3
Pb -0.69872 1.15671 -0.98672
O -0.19209 5.20937 4.94289
C 0.51834 5.43428 3.95867
O 1.43009 6.21916 3.68760
C 0.17281 4.46482 2.73709
C 0.79703 4.62621 1.51231
C 0.41823 3.82264 0.44858
N -0.54300 2.89749 0.58912
C -1.18354 2.75751 1.76058
C -0.86589 3.55558 2.84599
C -2.22962 1.71788 1.81395
C -2.93058 1.41277 2.97864
C -3.97036 0.50492 2.92815
C -4.31888 -0.06434 1.70884
C -3.55410 0.25651 0.60741
N -2.51981 1.09391 0.66073
C 1.03719 3.92301 -0.89247
C 2.11894 4.75495 -1.16507
C 2.56555 4.87580 -2.46840
C 1.91074 4.18450 -3.47967
C 0.88319 3.33439 -3.12158
N 0.47590 3.18944 -1.86239
H 1.57851 5.37145 1.45002
H -1.36985 3.49423 3.80130
H -2.66719 1.88527 3.91294
H -4.52260 0.25684 3.82431
H -5.15756 -0.74017 1.62414
H -3.77513 -0.15315 -0.37360
H 2.61272 5.29475 -0.37104
H 3.40941 5.51246 -2.69713
H 2.20005 4.29119 -4.51526
H 0.35906 2.74284 -3.86515
C 2.62448 1.05826 4.16616
C 3.09760 -0.02811 3.20269
N 2.08721 -1.05548 2.94536
C 2.05150 -2.21780 3.84472
C 1.03179 -2.06445 4.97031
C 1.18362 -0.91553 1.97301
S 1.18969 0.51285 1.04081
N 0.28329 -1.94339 1.90374
C -0.25476 -2.53080 0.91436
O 0.06640 -2.18031 -0.34814
C -1.16455 -3.66473 1.19475
C -2.40005 -3.82356 0.57187
C -3.22243 -4.88643 0.90637
C -2.81399 -5.81536 1.85100
C -1.58478 -5.66452 2.47787
C -0.77708 -4.58510 2.16897
H 3.38030 1.83996 4.23319
H 2.46535 0.65528 5.16462
H 1.69944 1.51489 3.81493
H 3.97236 -0.53260 3.61229
H 3.37662 0.42132 2.25192
H 3.05177 -2.33780 4.25725
H 1.81949 -3.10259 3.25900
H 1.24057 -1.17912 5.56703
H 1.06841 -2.93786 5.62103
H 0.02722 -1.97635 4.55849
H -2.73844 -3.09127 -0.14364
H -4.19062 -4.98983 0.43404
H -3.44978 -6.65171 2.10802
H -1.25570 -6.38671 3.21258
H 0.17051 -4.45730 2.67282
C 5.05488 0.57502 -3.12931
Sb 3.19081 0.63889 -2.04647
C 1.99982 -0.18755 -3.66624
C 3.53254 -1.29809 -1.15560
H 5.19435 -0.38537 -3.62248
H 5.86444 0.73390 -2.41805
H 5.08807 1.36914 -3.87389
H 2.38836 -1.16516 -3.94901
H 2.04177 0.47593 -4.53019
H 0.95785 -0.30491 -3.36200
H 3.70193 -2.03640 -1.93908
H 2.65796 -1.57568 -0.56843
H 4.39988 -1.26789 -0.49687
C -4.59878 2.46424 -4.50541
C -3.95850 1.23688 -4.60923
C -2.98249 0.91965 -3.68117
N -2.65077 1.73141 -2.67665
C -3.27435 2.90819 -2.57580
C -4.24597 3.31904 -3.47214
H -5.35982 2.74844 -5.21945
H -4.20809 0.54336 -5.39986
H -2.43499 -0.01616 -3.74175
H -2.97506 3.53794 -1.74435
H -4.71042 4.28864 -3.36097
F 0.21934 -5.33908 -4.81422
C 0.16778 -4.58484 -3.71148
C 1.30310 -4.44231 -2.93471
C 1.23424 -3.67222 -1.78691
C 0.04206 -3.05846 -1.43506
C -1.08173 -3.19354 -2.23200
C -1.02412 -3.96828 -3.37945
H 2.22816 -4.91544 -3.23332
H 2.11009 -3.54950 -1.16342
H -2.00250 -2.69829 -1.95866
H -1.89410 -4.09851 -4.00858
```

Energy above the lowest of the compared OMol25 structures with the same formula, charge and spin, kJ/mol: 53.3
Gap between HOMO and LUMO, eV: 6.560
Charge: +1
HOMO, hartree: -0.35823
Multiplicity: 1

Atomic partial charges in e from the Löwdin method, atoms 1 to 2: 1.2099, -0.0120

***

no.,M (g mol⁻¹)
1,934.11
2,867.43
3,1059.87